(1)
Formula: C3H9ClNP
Source: OMol25
Level of theory: ωB97M-V/def2-TZVPD

Atoms and positions in Å:
1 C 0.40 -1.98 -0.44
2 N 0.89 -1.02 -1.06
3 C 0.38 0.26 -1.05
4 C 1.33 1.22 -0.55
5 H -0.53 -1.72 0.01
6 H 0.87 -2.97 -0.54
7 H -0.57 0.25 -0.49
8 H -0.03 0.59 -2.03
9 H 2.25 0.92 -1.11
10 H 1.16 2.32 -0.76
11 H 1.43 0.91 0.50
12 P -1.92 0.42 2.04
13 Cl -2.68 2.23 1.77
14 H -1.81 0.38 3.36
15 H -0.67 0.84 1.78

Results
SMILES = C=NCC.PCl
Net charge = 0

***

(2)
Formula: C24H23N8O2S2Ti
Source: OMol25
Level of theory: ωB97M-V/def2-TZVPD

Atoms and positions in Å:
1 Ti 0.80 0.86 -0.49
2 C 0.92 3.21 3.20
3 C 1.01 2.93 1.86
4 N 0.40 1.87 1.29
5 C -0.34 1.09 2.16
6 C -0.35 1.37 3.53
7 N 0.25 2.40 4.07
8 C -1.12 0.11 1.48
9 C -2.06 -0.74 2.03
10 C -2.86 -1.55 1.21
11 C -2.71 -1.38 -0.19
12 C -1.77 -0.53 -0.70
13 N -0.90 0.16 0.11
14 C -1.61 -0.19 -2.09
15 C -2.40 -0.67 -3.14
16 N -2.28 -0.27 -4.38
17 C -1.32 0.65 -4.61
18 C -0.51 1.12 -3.60
19 N -0.64 0.73 -2.33
20 C -3.85 -2.46 1.77
21 C -4.41 -2.27 3.04
22 C -5.37 -3.15 3.50
23 N -5.83 -4.20 2.81
24 C -5.29 -4.38 1.61
25 C -4.32 -3.57 1.05
26 H 1.40 4.07 3.63
27 H 1.59 3.57 1.22
28 H -0.90 0.72 4.22
29 H -2.15 -0.78 3.11
30 H -3.37 -1.91 -0.86
31 H -3.17 -1.41 -2.96
32 H -1.21 0.98 -5.63
33 H 0.26 1.84 -3.83
34 H -4.12 -1.44 3.66
35 H -5.82 -3.00 4.48
36 H -5.66 -5.25 1.06
37 H -3.91 -3.81 0.08
38 N 1.34 -1.42 1.12
39 N 1.06 -2.34 0.09
40 C 1.26 -1.92 -1.24
41 O 1.24 -2.77 -2.12
42 O 1.43 -0.65 -1.39
43 H 2.32 -1.39 1.36
44 H 0.79 -1.67 1.93
45 H 1.32 -3.30 0.24
46 C 5.68 1.49 -0.11
47 C 4.26 1.56 -0.65
48 S 3.07 1.08 0.54
49 C 4.05 1.94 -1.91
50 C 5.17 2.18 -2.89
51 S 2.46 2.09 -2.69
52 H 5.65 1.36 0.97
53 H 6.25 2.39 -0.34
54 H 6.21 0.64 -0.55
55 H 6.04 2.63 -2.41
56 H 4.84 2.84 -3.70
57 H 5.50 1.24 -3.35
58 C 1.31 2.68 -1.41
59 H 1.85 3.43 -0.84
60 H 0.52 3.19 -1.97

Results
Net charge = -1

***

(3)
Formula: C17H17Cl2NOTi
Source: OMol25
Level of theory: ωB97M-V/def2-TZVPD

Atoms and positions in Å:
1 C 3.85 0.50 -0.74
2 C 1.12 2.85 -0.33
3 C 2.29 0.77 -1.33
4 H 3.80 -0.46 -0.20
5 C 0.28 2.58 -1.54
6 H 0.60 3.50 0.39
7 H 2.64 1.76 -1.73
8 H -0.69 3.10 -1.55
9 C 1.53 0.51 -2.60
10 H 0.92 -0.40 -2.65
11 H 2.25 0.45 -3.42
12 C 3.66 1.68 0.31
13 H 4.64 2.11 0.57
14 H 3.25 1.24 1.23
15 C 2.68 2.93 -0.05
16 H 3.15 3.52 -0.84
17 H 2.74 3.58 0.84
18 C 0.66 1.84 -2.83
19 H 1.29 2.50 -3.46
20 H -0.24 1.62 -3.41
21 Ti 0.52 1.12 -0.44
22 H 4.84 0.48 -1.20
23 Cl -0.15 0.74 4.36
24 C -0.87 -0.23 3.15
25 C -1.86 -1.17 3.45
26 C -2.46 -1.94 2.46
27 Cl -3.66 -3.08 2.90
28 C -2.13 -1.77 1.08
29 C -2.72 -2.47 0.00
30 C -2.33 -2.18 -1.30
31 C -1.37 -1.20 -1.55
32 N -0.89 -0.44 -0.54
33 C -1.17 -0.77 0.77
34 C -0.51 -0.02 1.81
35 O 0.40 0.89 1.50
36 H -2.15 -1.30 4.49
37 H -3.48 -3.22 0.21
38 H -2.76 -2.71 -2.14
39 H -0.98 -0.99 -2.55

Results
2S+1 = 3
Net charge = 0
⟨S²⟩ = 2.041

***

(4)
Formula: C8H14N3O
Source: OMol25
Level of theory: ωB97M-V/def2-TZVPD

Atoms and positions in Å:
1 C 3.97 -0.04 0.50
2 C 2.67 0.59 0.11
3 O 2.46 1.58 -0.51
4 C 1.44 -0.30 0.46
5 C 1.50 -1.65 -0.13
6 N 0.49 -2.24 -0.57
7 N -0.67 -1.62 -0.60
8 C -0.90 -0.40 -0.32
9 N -2.37 -0.05 -0.42
10 C -3.04 -0.11 0.93
11 C -2.48 1.23 -1.14
12 C 0.20 0.57 -0.07
13 H 3.75 -1.05 0.38
14 H 4.01 -0.02 1.54
15 H 4.69 0.37 -0.10
16 H 1.41 -0.52 1.48
17 H 2.35 -2.21 0.02
18 H -2.64 -0.99 -0.99
19 H -2.59 0.63 1.66
20 H -4.09 0.29 0.84
21 H -2.86 -1.07 1.35
22 H -3.57 1.36 -1.57
23 H -2.27 2.02 -0.42
24 H -1.74 1.30 -2.07
25 H -0.19 1.27 0.66
26 H 0.49 1.04 -1.04

Results
SMILES = CC(=O)[C@@H]1C=NN=C([NH+](C)C)C1
Net charge = +1

***

(5)
Formula: C34H34N2O2P2RuS
Source: OMol25
Level of theory: ωB97M-V/def2-TZVPD

Atoms and positions in Å:
1 Ru -0.21 -0.37 2.41
2 O -0.19 -1.69 5.76
3 C 0.60 -1.18 5.01
4 O 0.27 -0.11 4.29
5 C 1.97 -1.73 4.79
6 C 2.72 -2.10 5.90
7 C 4.00 -2.61 5.75
8 C 4.53 -2.78 4.48
9 C 3.79 -2.44 3.36
10 C 2.51 -1.91 3.51
11 S 1.61 -1.60 2.02
12 H 2.28 -1.99 6.88
13 H 4.57 -2.89 6.62
14 H 5.53 -3.18 4.35
15 H 4.19 -2.59 2.37
16 N -1.80 -1.91 3.20
17 C -3.08 -1.18 3.35
18 C -2.80 0.21 3.87
19 N -1.92 0.93 2.90
20 H -1.93 -2.77 2.69
21 H -1.45 -2.16 4.13
22 H -3.76 -1.70 4.03
23 H -3.57 -1.13 2.37
24 H -2.25 0.15 4.81
25 H -3.72 0.76 4.03
26 H -1.55 1.77 3.34
27 H -2.48 1.24 2.10
28 C 0.52 -1.20 -1.03
29 P -0.32 0.04 0.07
30 C -2.06 -0.03 -0.42
31 C -2.70 -1.27 -0.41
32 C -4.05 -1.37 -0.66
33 C -4.80 -0.22 -0.91
34 C -4.18 1.02 -0.90
35 C -2.82 1.12 -0.65
36 C 0.37 1.65 -0.36
37 C 0.08 2.31 -1.55
38 C 0.71 3.51 -1.86
39 C 1.64 4.05 -0.98
40 C 1.93 3.40 0.22
41 C 1.30 2.21 0.53
42 P 0.84 -0.85 -2.78
43 C 2.24 0.15 -3.08
44 C 2.59 0.45 -4.41
45 C 3.72 1.19 -4.67
46 C 4.53 1.62 -3.62
47 C 4.21 1.29 -2.31
48 C 3.08 0.55 -2.03
49 C -0.62 -0.48 -3.71
50 C -1.68 -1.40 -3.65
51 C -2.84 -1.16 -4.36
52 C -2.94 -0.02 -5.15
53 C -1.89 0.88 -5.23
54 C -0.73 0.66 -4.52
55 H -0.07 -2.12 -0.99
56 H 1.49 -1.45 -0.58
57 H -2.13 -2.17 -0.20
58 H -4.54 -2.34 -0.66
59 H -5.86 -0.29 -1.10
60 H -4.76 1.92 -1.08
61 H -2.35 2.10 -0.64
62 H -0.66 1.91 -2.24
63 H 0.47 4.02 -2.78
64 H 2.13 4.98 -1.22
65 H 2.64 3.83 0.91
66 H 1.54 1.70 1.45
67 H 1.98 0.09 -5.23
68 H 3.99 1.42 -5.69
69 H 5.42 2.19 -3.83
70 H 4.86 1.62 -1.50
71 H 2.85 0.31 -1.00
72 H -1.59 -2.30 -3.05
73 H -3.65 -1.87 -4.31
74 H -3.85 0.16 -5.72
75 H -1.98 1.76 -5.86
76 H 0.09 1.37 -4.57

Results
2S+1 = 5
Net charge = +2
⟨S²⟩ = 6.041

***

(6)
Formula: C14H16O2
Source: OMol25
Level of theory: ωB97M-V/def2-TZVPD

Atoms and positions in Å:
1 C 0.78 0.25 -2.95
2 C 1.22 -1.07 -2.37
3 C 0.60 -1.61 -1.26
4 C 1.01 -2.82 -0.71
5 C 2.07 -3.50 -1.28
6 O 2.46 -4.69 -0.71
7 C 2.70 -2.98 -2.40
8 C 2.28 -1.78 -2.94
9 H 0.00 0.70 -2.33
10 H 0.35 0.12 -3.95
11 H 1.59 0.96 -3.03
12 H -0.23 -1.09 -0.80
13 H 0.52 -3.22 0.17
14 H 3.17 -5.07 -1.25
15 H 3.52 -3.52 -2.87
16 H 2.77 -1.37 -3.82
17 C -3.48 1.12 3.37
18 C -2.30 1.59 2.56
19 C -1.39 0.67 2.04
20 C -0.30 1.08 1.29
21 C -0.11 2.43 1.03
22 O 0.98 2.78 0.27
23 C -0.99 3.36 1.54
24 C -2.08 2.93 2.30
25 H -3.44 1.56 4.37
26 H -3.44 0.04 3.50
27 H -4.44 1.37 2.93
28 H -1.52 -0.39 2.25
29 H 0.41 0.35 0.93
30 H 0.92 3.71 0.05
31 H -0.87 4.42 1.38
32 H -2.76 3.67 2.70

Results
SMILES = Cc1ccc(O)cc1.Cc1ccc(O)cc1
Net charge = 0

***

(7)
Formula: C4H7NO
Source: OMol25
Level of theory: ωB97M-V/def2-TZVPD

Atoms and positions in Å:
1 C 1.55 -0.46 -0.03
2 C -0.24 0.20 -0.03
3 C -0.46 1.69 -0.02
4 N -0.51 0.83 -1.25
5 C -1.05 -0.85 0.62
6 O -2.20 -1.03 0.30
7 H 1.43 -0.88 -1.03
8 H 2.40 0.24 -0.05
9 H 1.66 -1.20 0.76
10 H -1.46 1.84 0.43
11 H 0.90 0.51 0.39
12 H -1.45 0.51 -1.53
13 H -0.57 -1.41 1.44

Results
Net charge = 0

***

(8)
Formula: C15H11N3O
Source: OMol25
Level of theory: ωB97M-V/def2-TZVPD

Atoms and positions in Å:
1 O 0.72 2.74 0.22
2 C 0.95 1.57 -0.03
3 N 0.13 0.42 0.00
4 C -1.18 0.55 0.25
5 C -2.00 1.81 0.40
6 C -3.23 1.59 0.82
7 C -3.79 0.39 0.92
8 C -3.09 -0.89 0.36
9 C -3.59 -2.19 0.35
10 C -2.85 -3.23 0.19
11 C -1.31 -3.17 -0.06
12 N -0.80 -1.86 -0.14
13 C -1.81 -0.58 0.17
14 C 2.55 1.30 -0.44
15 C 3.19 -0.07 -0.47
16 C 4.43 -0.27 -0.82
17 C 5.29 0.93 -0.72
18 N 4.73 2.06 -0.91
19 C 3.36 2.28 -0.40
20 H 0.66 -0.43 -0.04
21 H -1.52 2.49 0.47
22 H -3.82 2.43 1.04
23 H -5.00 0.29 1.01
24 H -4.60 -2.30 0.75
25 H -3.19 -4.24 0.03
26 H -0.74 -3.91 -0.22
27 H 2.36 -0.87 -0.49
28 H 4.88 -1.08 -0.94
29 H 6.25 0.74 -1.13
30 H 3.01 3.51 -0.18

Results
SMILES = O=C(Nc1cccc2cccnc12)c1cccnc1
Net charge = 0

***

(9)
Formula: C3H3ClN2S
Source: OMol25
Level of theory: ωB97M-V/def2-TZVPD

Atoms and positions in Å:
1 C 0.26 0.07 1.34
2 C 0.20 -1.29 0.97
3 C 0.05 0.79 0.16
4 N -0.01 -1.45 -0.34
5 N -0.16 -0.24 -0.80
6 S -0.11 2.46 -0.23
7 Cl -0.58 1.74 -3.15
8 H -0.01 0.33 2.35
9 H 0.50 -2.19 1.46
10 H -0.13 -0.21 -1.76

Results
Net charge = 0

***

(10)
Formula: C9H19N2O
Source: OMol25
Level of theory: ωB97M-V/def2-TZVPD

Atoms and positions in Å:
1 C 2.10 -0.16 -2.18
2 C 0.80 -0.43 -1.37
3 N -0.14 0.69 -1.58
4 O 0.24 1.83 -1.74
5 C -1.50 0.34 -0.54
6 C -2.33 -0.86 -1.02
7 C -2.50 1.52 -0.26
8 N -0.58 0.02 0.51
9 C -1.02 0.39 1.80
10 C 0.86 -0.30 0.19
11 C 1.70 0.93 0.71
12 C 1.27 -1.56 0.98
13 H 2.83 0.34 -1.49
14 H 1.89 0.35 -3.06
15 H 2.66 -1.06 -2.51
16 H 0.34 -1.40 -1.74
17 H -1.67 -1.80 -1.07
18 H -2.85 -0.67 -1.96
19 H -2.98 -1.15 -0.21
20 H -1.99 2.38 0.01
21 H -3.21 1.23 0.55
22 H -2.97 1.71 -1.17
23 H -2.02 0.07 2.08
24 H -0.28 -0.07 2.47
25 H -1.09 1.48 1.87
26 H 1.38 1.19 1.65
27 H 1.52 1.81 -0.01
28 H 2.63 0.57 0.91
29 H 2.01 -1.25 1.82
30 H 1.83 -2.19 0.35
31 H 0.32 -2.16 1.30

Results
SMILES = C[C@@H]1[N+](=O)C(C)(C)N(C)C1(C)C
Net charge = +1

***

(11)
Formula: C15H30F6MgNO18S2
Source: OMol25
Level of theory: ωB97M-V/def2-TZVPD

Atoms and positions in Å:
1 Mg -3.96 -0.21 1.08
2 C -0.33 2.07 1.24
3 F 0.64 3.00 0.96
4 F 0.19 0.86 1.32
5 F -0.89 2.26 2.39
6 S -1.85 2.18 0.00
7 O -2.87 3.01 0.65
8 O -1.31 2.71 -1.26
9 N -2.51 0.51 0.06
10 S -1.64 -0.23 -1.02
11 O -0.23 0.14 -1.22
12 O -1.86 -1.66 -0.96
13 C -2.63 0.31 -2.63
14 F -3.75 0.99 -2.23
15 F -1.89 1.15 -3.45
16 F -3.08 -0.78 -3.26
17 O -5.27 1.37 0.78
18 H -4.81 2.18 0.59
19 H -6.18 1.63 0.90
20 O -3.51 0.87 2.81
21 H -2.79 0.64 3.39
22 H -3.92 1.62 3.23
23 O -2.91 -1.83 1.87
24 H -2.08 -1.97 2.32
25 H -3.25 -2.70 1.70
26 O -4.65 -1.44 -0.39
27 H -4.14 -2.25 -0.31
28 H -5.26 -1.61 -1.11
29 C 2.29 2.36 -6.00
30 C 1.16 2.60 -4.94
31 C 1.52 2.10 -3.51
32 O 1.41 3.27 -2.70
33 C 1.15 4.28 -3.49
34 O 1.05 5.48 -3.20
35 O 1.06 3.95 -4.76
36 H 2.99 3.19 -5.94
37 H 1.66 2.43 -6.89
38 H 2.80 1.41 -5.81
39 H 0.23 2.16 -5.30
40 H 2.56 1.76 -3.49
41 H 0.87 1.25 -3.30
42 C 0.58 -3.85 -1.06
43 C 0.44 -4.42 0.40
44 C 1.75 -4.67 1.03
45 O 1.79 -3.74 2.08
46 C 0.64 -3.09 2.17
47 O 0.39 -2.35 3.12
48 O -0.23 -3.50 1.19
49 H 1.08 -4.47 -1.80
50 H 0.90 -2.81 -1.11
51 H -0.38 -3.90 -1.57
52 H -0.24 -5.25 0.21
53 H 2.62 -4.34 0.46
54 H 2.06 -5.71 1.16
55 C 3.47 -0.31 2.79
56 C 3.23 -0.14 1.25
57 C 3.69 1.15 0.67
58 O 4.62 0.86 -0.32
59 C 4.66 -0.45 -0.48
60 O 5.32 -0.89 -1.45
61 O 4.06 -1.11 0.52
62 H 4.44 0.09 3.08
63 H 3.56 -1.37 3.05
64 H 2.68 0.16 3.38
65 H 2.29 -0.54 0.88
66 H 4.11 1.86 1.39
67 H 2.75 1.57 0.31
68 C -0.66 0.72 5.25
69 O -1.38 -0.20 4.44
70 H -0.56 0.23 6.22
71 H 0.35 0.75 4.83
72 H -1.07 1.73 5.29
73 H -0.96 -1.06 4.54

Results
2S+1 = 2
Net charge = +2
⟨S²⟩ = 0.754

***

(12)
Formula: C3H2N2OS2
Source: OMol25
Level of theory: ωB97M-V/def2-TZVPD

Atoms and positions in Å:
1 S 1.31 1.44 1.18
2 C 0.26 0.34 0.58
3 C -0.21 -0.81 1.23
4 N -0.78 -1.87 0.76
5 O -0.94 -1.83 -0.52
6 N -0.56 -0.88 -1.37
7 C 0.00 0.25 -0.89
8 S 0.36 1.57 -2.08
9 H 0.02 -0.98 2.17
10 H 0.54 2.76 -1.06

Results
SMILES = S=c1cnonc1S
Net charge = 0

***

(13)
Formula: C10H24ClI2N2NdP2
Source: OMol25
Level of theory: ωB97M-V/def2-TZVPD

Atoms and positions in Å:
1 I 2.03 -0.50 1.94
2 I -1.98 0.82 -1.88
3 Nd 0.01 0.08 0.01
4 P 1.72 -0.19 -1.87
5 C 2.50 1.37 -2.12
6 C 2.93 -1.41 -1.45
7 H 3.48 -1.58 -2.37
8 H 1.76 -0.99 -4.02
9 H 2.46 -2.34 -1.10
10 H 0.30 -1.61 -3.18
11 H 3.01 1.71 -1.21
12 H 3.60 -1.05 -0.65
13 C 0.94 -0.73 -3.36
14 H 3.22 1.22 -2.93
15 H 0.31 0.06 -3.79
16 H 1.76 2.14 -2.41
17 P -1.78 -0.28 1.80
18 C -2.03 1.26 2.63
19 C -3.30 -0.83 1.07
20 H -0.92 -2.42 2.45
21 H -2.17 -1.72 3.54
22 H -0.46 -1.14 3.60
23 C -1.28 -1.51 2.96
24 H -3.13 -1.69 0.41
25 H -3.92 -1.11 1.92
26 H -2.80 1.08 3.38
27 H -2.37 2.04 1.93
28 H -3.77 -0.03 0.48
29 H -1.10 1.61 3.11
30 Cl -0.40 -2.45 -0.44
31 C 2.10 5.22 1.94
32 N 1.27 4.25 1.24
33 C 0.11 4.62 0.38
34 C -0.37 3.47 -0.06
35 N 0.40 2.39 0.45
36 C 1.36 2.91 1.21
37 H 2.57 5.90 1.22
38 H 1.48 5.80 2.63
39 H 2.86 4.67 2.49
40 H -0.16 5.59 0.24
41 H -1.20 3.33 -0.70
42 H 2.09 2.38 1.73

Results
2S+1 = 4
Net charge = +2
⟨S²⟩ = 3.944

***

(14)
Formula: C4H5N
Source: OMol25
Level of theory: ωB97M-V/def2-TZVPD

Atoms and positions in Å:
1 C 2.80 -0.63 -0.68
2 C 1.69 -0.64 -0.18
3 C 0.51 -0.39 0.58
4 C -1.71 0.50 0.53
5 N -0.57 -0.14 -0.12
6 H 3.77 -0.62 -1.12
7 H -1.46 0.53 1.59
8 H -1.77 1.54 0.17
9 H -2.68 0.01 0.36
10 H -0.58 -0.17 -1.14

Results
Net charge = 0

***

(15)
Formula: C4H10NO2
Source: OMol25
Level of theory: ωB97M-V/def2-TZVPD

Atoms and positions in Å:
1 C 1.56 -0.37 -0.67
2 N 0.05 -0.28 -0.58
3 C -0.44 -1.64 -0.34
4 C -0.50 0.71 0.51
5 O 0.00 0.02 1.86
6 C -0.73 2.13 0.18
7 O -1.76 1.14 0.38
8 H 1.88 0.66 -0.69
9 H 1.74 -0.73 0.35
10 H 1.78 -1.15 -1.37
11 H -0.24 -0.04 -1.47
12 H -0.12 -1.89 0.73
13 H -1.51 -1.76 -0.57
14 H 0.19 -2.37 -1.00
15 H -0.62 0.12 2.59
16 H -0.76 2.92 0.95
17 H -0.54 2.52 -0.85

Results
SMILES = C[NH+](C)[C@@]1(O)CO1
Net charge = +1

***

(16)
Formula: CH5IOSi
Source: OMol25
Level of theory: ωB97M-V/def2-TZVPD

Atoms and positions in Å:
1 C 0.51 0.86 -0.69
2 Si -0.44 -0.66 0.01
3 O 0.24 -1.32 1.58
4 I -2.61 0.41 0.48
5 H -0.16 1.55 -1.22
6 H 0.71 1.37 0.31
7 H 1.52 0.72 -1.23
8 H -0.90 -1.88 -0.83
9 H 1.14 -1.07 1.58

Results
SMILES = C[Si@@H](O)I
Net charge = 0

***

no.,maximum force (eV Å⁻¹),calculated total energy (eV)
1,5.1,-26556.4134
2,2.0,-86066.4385
3,6.4,-69595.7191
4,4.8,-15030.5554
5,0.2,-74866.8938
6,0.4,-18872.6345
7,0.6,-7792.0596
8,18.6,-22241.8039
9,2.8,-29494.3104
10,4.8,-14657.5723
11,5.9,-97789.7650
12,5.2,-29836.2859
13,5.2,-76303.0347
14,0.5,-5715.1767
15,4.6,-9885.6477
16,4.5,-19145.4173